The following is a quantum chemistry calculation of 11 unconnected molecules or ions with the total composition C51H67N7O4, from the OMol25 dataset.

Structure (ORCA input):
```
! RIJCOSX wB97M-V def2-TZVPD def2/J DEFGRID3
* xyz 0 1
C 1.220 16.630 13.119
C 1.415 15.225 12.619
C 2.667 14.850 13.363
O 3.476 15.996 13.354
C 2.668 17.121 13.038
H 0.881 16.598 14.163
H 0.536 17.279 12.568
H 1.573 15.148 11.541
H 0.591 14.539 12.843
H 3.153 13.983 12.926
H 2.423 14.632 14.407
H 2.879 17.445 12.006
H 2.861 17.952 13.720
C -7.885 14.968 13.517
C -6.428 14.504 13.760
C -6.562 13.269 14.640
O -7.826 12.714 14.217
C -8.730 13.795 13.973
H -8.057 15.235 12.478
H -8.113 15.862 14.105
H -5.707 15.234 14.129
H -6.033 14.172 12.789
H -6.505 13.443 15.731
H -5.794 12.507 14.474
H -9.347 14.006 14.866
H -9.454 13.427 13.235
C 3.295 16.414 17.125
C 2.081 16.971 17.871
C 1.037 15.830 17.718
O 1.655 14.800 16.978
C 3.067 14.907 17.180
H 4.253 16.752 17.524
H 3.276 16.732 16.079
H 1.774 17.925 17.445
H 2.308 17.149 18.924
H 0.151 16.178 17.180
H 0.718 15.497 18.717
H 3.520 14.415 16.321
H 3.367 14.434 18.121
C -1.000 13.620 15.223
C -1.653 12.868 14.062
C -3.089 13.354 14.113
O -2.964 14.741 14.409
C -1.933 14.869 15.372
H 0.048 13.869 15.058
H -1.024 13.014 16.135
H -1.539 11.801 14.239
H -1.159 13.143 13.125
H -3.601 12.905 14.990
H -3.690 12.997 13.272
H -2.325 14.994 16.385
H -1.368 15.773 15.120
N -4.062 17.964 9.156
C -4.987 17.049 9.437
C -4.992 16.292 10.610
C -3.986 16.510 11.540
C -3.013 17.451 11.258
C -3.113 18.158 10.055
H -5.737 16.896 8.663
H -5.697 15.482 10.760
H -4.016 15.945 12.469
H -2.254 17.670 12.001
H -2.386 18.943 9.842
N -7.771 9.372 11.659
C -7.257 9.012 10.493
C -5.900 9.046 10.207
C -5.041 9.424 11.203
C -5.570 9.846 12.407
C -6.948 9.887 12.558
H -7.986 8.666 9.766
H -5.566 8.849 9.194
H -3.964 9.426 11.073
H -4.959 10.190 13.243
H -7.452 10.337 13.407
N -1.582 6.223 12.055
C -2.128 7.162 12.775
C -1.798 8.501 12.699
C -0.820 8.875 11.832
C -0.240 7.919 11.065
C -0.688 6.614 11.181
H -2.855 6.858 13.529
H -2.182 9.204 13.423
H -0.562 9.925 11.740
H 0.567 8.136 10.376
H -0.247 5.857 10.537
N -4.478 13.732 17.608
C -3.685 13.338 18.595
C -3.057 14.198 19.486
C -3.269 15.551 19.331
C -4.202 15.955 18.390
C -4.747 15.004 17.534
H -3.548 12.261 18.657
H -2.403 13.807 20.258
H -2.740 16.269 19.949
H -4.415 17.012 18.273
H -5.433 15.372 16.775
N -2.334 12.380 10.393
C -2.220 13.702 10.371
C -1.960 14.447 9.244
C -1.845 13.783 8.030
C -1.956 12.402 8.039
C -2.238 11.771 9.238
H -2.319 14.195 11.337
H -1.870 15.524 9.325
H -1.539 14.343 7.151
H -1.780 11.822 7.141
H -2.235 10.680 9.231
N 0.074 12.236 20.107
C 0.356 12.548 18.849
C 1.286 11.889 18.092
C 2.094 10.971 18.710
C 1.871 10.687 20.036
C 0.851 11.346 20.686
H -0.316 13.288 18.413
H 1.420 12.118 17.044
H 2.845 10.434 18.143
H 2.412 9.908 20.558
H 0.614 11.091 21.716
N -3.728 9.636 15.449
C -2.861 9.851 16.412
C -2.513 8.929 17.362
C -3.112 7.714 17.339
C -4.060 7.479 16.364
C -4.356 8.491 15.467
H -2.433 10.848 16.438
H -1.764 9.173 18.105
H -2.814 6.945 18.039
H -4.553 6.517 16.270
H -5.066 8.333 14.660
*
```

For the largest force on an atom, the calculation gives 1.990 eV/A. The LUMO energy is 0.5 eV. The value obtained for the total energy is -2667.68102 a.u. The calculation puts the frontier orbital gap at 9.6110 eV.